1.
105
Properties=species:S:1:pos:R:3:forces:R:3:nbo_charge:R:1 method="wB97M-V/def2-TZVPD" gap_ev=6.834 energy_ha=-6561.7979 total_charge=0 homo_ev=-6.48
Li 0.3234 -0.3298 0.3830 -0.23 0.45 -0.33 0.718
C -2.6911 -1.9680 -2.6107 -0.05 0.19 -0.09 -0.936
As -1.0419 -1.4336 -1.6598 -0.47 -0.74 -0.02 0.834
C -1.0466 -2.8975 -0.3365 -0.14 -0.05 0.02 -0.943
C 0.3024 -2.1724 -2.8771 0.08 0.21 0.11 -0.351
C 0.0830 -3.3194 -3.6301 -0.31 -0.16 0.01 -0.152
C 1.0665 -3.8348 -4.4540 -0.07 -0.19 -0.06 -0.225
C 2.2974 -3.2080 -4.5260 0.08 -0.01 -0.04 -0.199
C 2.5315 -2.0790 -3.7649 0.31 0.00 -0.12 -0.214
C 1.5498 -1.5486 -2.9400 -0.13 0.10 0.00 -0.332
As 1.9257 -0.0211 -1.7757 0.76 -0.16 0.13 0.870
C 3.4585 0.7461 -2.7348 0.02 0.15 -0.16 -0.937
C 3.0241 -1.0677 -0.5027 0.17 0.00 -0.06 -0.953
H -2.8457 -3.0479 -2.6061 0.13 0.04 0.05 0.224
H -2.6562 -1.6219 -3.6478 0.07 -0.02 0.13 0.232
H -3.5530 -1.4975 -2.1297 0.15 -0.04 0.04 0.235
H -0.8116 -3.8571 -0.7947 0.07 0.01 -0.06 0.225
H -2.0385 -2.9632 0.1131 -0.01 0.11 0.02 0.239
H -0.3485 -2.6962 0.4776 -0.01 -0.05 -0.02 0.238
H -0.8690 -3.8348 -3.5678 -0.02 0.03 -0.01 0.200
H 0.8817 -4.7360 -5.0250 -0.04 0.02 -0.01 0.215
H 3.0796 -3.6023 -5.1607 0.01 -0.02 -0.02 0.216
H 3.5129 -1.6241 -3.8105 -0.05 0.02 -0.02 0.210
H 3.1395 1.1120 -3.7134 0.00 -0.02 0.10 0.235
H 4.2605 0.0217 -2.8667 -0.05 -0.07 0.03 0.213
H 3.8625 1.5901 -2.1743 -0.17 -0.08 0.05 0.238
H 3.5152 -1.9041 -1.0026 -0.07 0.02 0.00 0.225
H 2.4186 -1.4488 0.3204 0.08 -0.01 0.02 0.223
H 3.7893 -0.4151 -0.0813 -0.08 0.04 0.07 0.235
I 1.7555 3.7117 -1.2126 -0.07 0.09 -0.07 0.152
C -0.2741 3.4151 -1.6724 0.23 -0.04 -0.05 0.119
C -1.1291 4.5059 -1.6962 -0.13 0.06 0.02 -0.287
C -2.4155 4.2915 -2.1598 0.09 -0.16 0.02 -0.158
C -2.7946 3.0084 -2.5302 -0.03 0.06 0.03 -0.253
C -1.8659 1.9897 -2.4065 -0.30 0.01 -0.16 0.048
N -0.6200 2.1920 -2.0012 0.21 0.05 0.05 -0.464
H -0.8032 5.4818 -1.3734 0.10 0.05 -0.04 0.235
H -3.1037 5.1177 -2.2452 -0.11 0.08 0.05 0.222
H -3.7863 2.8075 -2.9060 -0.06 -0.04 -0.01 0.222
H -2.1100 0.9649 -2.6627 -0.11 0.07 -0.01 0.193
C 2.0462 -4.1511 1.4074 0.05 -0.03 0.25 -0.591
C 1.8636 -3.7243 2.8699 0.23 0.12 -0.19 -0.221
C 2.7437 -2.5205 3.1660 -0.07 -0.11 -0.06 -0.608
C 0.3817 -3.5795 3.1829 0.13 -0.03 0.08 -0.016
C -0.2844 -4.8068 3.1715 -0.15 -0.05 0.06 -0.225
C -1.6096 -4.9351 3.5154 0.00 -0.09 -0.02 -0.197
C -2.3019 -3.8088 3.9105 0.00 0.01 0.02 -0.255
C -1.6863 -2.5695 3.9219 0.02 0.16 -0.06 0.086
C -2.4873 -1.3911 4.4196 -0.11 0.06 0.00 -0.270
C -3.7583 -1.1664 3.6024 0.24 0.01 0.04 -0.597
C -2.8063 -1.5548 5.9084 0.13 0.14 -0.17 -0.596
C -0.3376 -2.4216 3.5204 -0.37 -0.62 -0.09 0.135
N 0.1925 -1.1040 3.5340 0.24 -0.02 0.26 -0.725
B 0.1689 -0.0723 2.5005 -0.06 -0.29 -0.51 0.081
N 0.3936 1.1331 3.2941 -0.03 0.10 0.18 -0.725
C 0.5796 0.8000 4.6247 -0.06 -0.19 0.48 -0.098
C 0.4490 -0.5305 4.7718 0.16 0.25 0.32 -0.110
C 0.4952 2.4842 2.8727 0.01 0.61 -0.43 0.133
C 1.7520 3.1202 2.7798 0.10 0.11 -0.02 -0.002
C 1.8253 4.4137 2.2750 -0.11 0.10 0.03 -0.215
C 0.7126 5.0947 1.8297 0.01 -0.04 0.12 -0.216
C -0.5179 4.4939 1.9702 0.14 0.11 -0.04 -0.244
C -0.6570 3.2253 2.5249 -0.08 0.01 0.03 0.082
C -2.0997 2.8150 2.7665 -0.12 -0.29 0.05 -0.249
C -2.6139 1.8263 1.7193 0.16 0.06 0.13 -0.604
C -2.3464 2.3414 4.1987 -0.02 0.10 -0.16 -0.602
C 3.0931 2.5492 3.2133 -0.05 -0.25 0.08 -0.237
C 3.3967 1.1721 2.6359 0.01 0.20 -0.07 -0.587
C 3.2648 2.5472 4.7411 0.04 0.06 -0.12 -0.608
H 3.0957 -4.3372 1.1827 0.10 0.03 -0.01 0.206
H 1.6883 -3.3660 0.7477 -0.02 0.02 -0.15 0.192
H 1.4894 -5.0587 1.1946 -0.08 -0.08 -0.13 0.207
H 2.2095 -4.5586 3.4973 -0.02 0.13 -0.08 0.201
H 2.4328 -1.6790 2.5517 0.10 0.10 0.09 0.223
H 3.7818 -2.7575 2.9326 0.08 -0.04 0.02 0.201
H 2.6790 -2.2344 4.2130 0.01 0.16 0.05 0.215
H 0.2735 -5.6969 2.9130 0.09 -0.04 -0.01 0.203
H -2.0894 -5.9038 3.5103 -0.02 -0.07 -0.01 0.207
H -3.3289 -3.9004 4.2359 -0.10 0.05 -0.01 0.206
H -1.8753 -0.5019 4.3021 -0.03 -0.05 0.02 0.231
H -4.4825 -1.9628 3.7488 -0.11 -0.17 -0.01 0.195
H -3.5089 -1.1052 2.5449 -0.07 0.03 -0.12 0.213
H -4.2237 -0.2314 3.9034 -0.12 0.14 0.01 0.206
H -3.5135 -2.3628 6.0775 -0.12 -0.14 0.00 0.197
H -3.2373 -0.6375 6.3015 -0.10 0.13 0.09 0.207
H -1.9040 -1.7778 6.4733 0.08 0.01 0.08 0.210
H 0.7435 1.5342 5.3921 0.03 0.10 0.05 0.218
H 0.5202 -1.1118 5.6753 -0.05 -0.05 0.08 0.214
H 2.7923 4.8880 2.1983 0.16 0.02 0.00 0.202
H 0.8111 6.0736 1.3845 -0.02 0.12 -0.01 0.209
H -1.4081 5.0215 1.6555 -0.11 0.05 0.04 0.201
H -2.6967 3.7309 2.6583 0.17 -0.09 -0.05 0.193
H -1.9661 0.9477 1.6793 -0.13 -0.02 -0.01 0.234
H -2.6148 2.2976 0.7377 0.03 0.02 -0.20 0.197
H -3.6320 1.5239 1.9538 -0.16 -0.08 0.01 0.199
H -1.8593 1.3974 4.4039 0.07 -0.08 0.07 0.218
H -3.4157 2.2215 4.3663 -0.12 -0.02 0.04 0.201
H -1.9713 3.0836 4.9022 0.02 0.01 0.12 0.207
H 3.8436 3.2385 2.8112 -0.12 -0.04 0.01 0.197
H 2.7604 0.4264 3.0948 -0.05 -0.21 0.00 0.222
H 4.4347 0.9091 2.8293 0.16 -0.06 0.00 0.202
H 3.2233 1.1723 1.5585 0.01 -0.09 -0.04 0.200
H 2.9940 1.5819 5.1565 -0.04 -0.08 0.09 0.215
H 2.6423 3.3103 5.2031 0.00 0.09 0.10 0.209
H 4.3001 2.7498 5.0044 0.14 -0.01 0.06 0.206

2.
92
Properties=species:S:1:pos:R:3:forces:R:3:mulliken_charge:R:1 method="wB97M-V/def2-TZVPD" gap_ev=7.454 energy_ha=-9718.6547 de_lowest_kcal_mol=11.10 total_charge=+2 homo_ev=-12.10
Zn 0.9248 -0.0342 -0.6198 0.36 0.47 0.03 -0.151
Se 2.9851 0.4847 0.9344 -0.13 -0.13 -0.30 -0.643
P 3.9254 0.1383 -1.0139 0.01 -0.11 0.08 0.181
Se 2.4254 0.2501 -2.6242 -0.24 -0.27 0.27 -0.455
C 4.6685 -1.5020 -1.0621 0.00 0.08 -0.05 1.137
C 4.7186 -2.3078 0.0699 0.09 -0.02 -0.06 -0.449
C 5.2771 -3.5760 -0.0223 -0.01 0.01 0.02 -0.716
C 5.7802 -4.0287 -1.2321 0.01 -0.05 0.00 -0.515
C 5.7336 -3.2181 -2.3609 -0.01 0.05 -0.06 -0.722
C 5.1739 -1.9549 -2.2822 0.05 -0.07 0.09 -0.459
C 5.1920 1.3978 -1.3210 -0.11 0.09 0.01 0.875
C 5.8329 2.0129 -0.2437 0.06 -0.01 -0.08 -0.503
C 6.7767 3.0055 -0.4761 -0.01 -0.02 0.04 -0.712
C 7.0755 3.3898 -1.7779 0.00 0.01 0.00 -0.525
C 6.4499 2.7671 -2.8496 -0.02 -0.04 -0.07 -0.752
C 5.5077 1.7719 -2.6265 0.03 0.04 0.04 -0.375
H 4.3358 -1.9455 1.0140 -0.03 -0.02 0.02 0.378
H 5.3181 -4.2090 0.8546 0.01 0.02 -0.02 0.435
H 6.2113 -5.0199 -1.3007 -0.01 0.05 0.01 0.407
H 6.1257 -3.5741 -3.3050 0.00 0.00 0.04 0.417
H 5.1243 -1.3281 -3.1642 -0.01 -0.03 -0.03 0.348
H 5.6076 1.7043 0.7700 0.00 0.01 0.02 0.530
H 7.2893 3.4670 0.3600 -0.04 -0.01 -0.05 0.451
H 7.8023 4.1721 -1.9592 0.00 -0.05 0.02 0.437
H 6.6970 3.0518 -3.8651 -0.01 0.00 0.06 0.431
H 5.0156 1.2962 -3.4671 0.01 0.03 0.02 0.370
N 2.7672 3.8377 0.0923 -0.16 -0.22 -0.19 0.034
C 2.2047 3.7453 -1.2998 -0.12 0.09 -0.07 -0.186
P 0.4377 3.2956 -1.0771 -0.15 0.02 0.42 0.904
O -0.2067 4.4595 -0.3922 0.11 -0.01 0.02 -0.928
O 0.3743 1.9427 -0.4309 -0.18 0.00 -0.19 -0.365
C -0.3878 3.2981 -2.7312 0.01 0.10 0.08 -0.820
N -1.7051 3.9844 -2.4547 0.37 0.00 0.13 -0.142
H 2.9801 2.8681 0.4190 -0.03 -0.05 0.15 -0.245
H 2.0731 4.2423 0.7268 -0.05 0.10 0.04 0.425
H 3.6117 4.4026 0.1411 0.17 -0.02 -0.09 0.398
H 2.7551 2.9941 -1.8591 0.13 -0.07 0.04 -0.093
H 2.2895 4.7135 -1.7881 0.01 0.06 0.07 0.517
H -0.5328 2.2964 -3.1222 -0.18 -0.02 -0.04 0.343
H 0.1755 3.8861 -3.4539 -0.08 0.05 -0.01 0.460
H -1.5181 4.6102 -1.6301 0.12 -0.02 -0.09 0.452
H -2.4055 3.3185 -2.1291 -0.20 -0.28 0.02 0.033
H -2.0733 4.5066 -3.2432 -0.03 0.03 -0.15 0.411
C -1.6592 -2.6387 -0.0048 -0.01 -0.14 0.21 -0.756
P -0.9172 -1.0466 0.5094 0.09 0.18 -0.24 1.359
C -0.1796 -1.1574 2.1552 -0.14 0.10 0.03 0.700
C -0.0021 0.0036 2.9100 0.02 0.01 -0.01 -0.620
C 0.6913 -0.0488 4.1104 0.01 0.06 -0.01 -0.913
C 1.2388 -1.2469 4.5480 0.00 -0.03 -0.02 -0.672
C 1.0918 -2.3951 3.7813 0.02 -0.02 0.01 -0.861
C 0.3849 -2.3546 2.5881 -0.02 -0.04 0.07 -0.389
C -2.2124 0.2172 0.4007 -0.04 -0.03 -0.02 1.734
C -2.6131 0.5242 -0.9029 0.07 0.00 0.04 -0.344
C -3.6208 1.4464 -1.1229 -0.04 0.13 -0.16 -1.760
C -4.2074 2.1093 -0.0469 0.03 0.00 0.02 -0.737
C -3.8098 1.8079 1.2447 -0.01 0.02 0.08 -1.259
C -2.8265 0.8495 1.4727 -0.08 -0.05 0.02 -0.502
P -3.4021 -3.3270 0.1964 0.02 0.15 -0.04 -0.426
C -4.3828 -2.1370 -0.8038 -0.06 -0.05 0.01 0.551
C -5.3785 -1.3130 -0.2852 0.00 0.03 -0.05 -0.062
C -6.1826 -0.5626 -1.1358 -0.01 -0.02 0.03 -0.596
C -5.9996 -0.6205 -2.5100 -0.02 -0.01 0.01 -0.601
C -5.0037 -1.4344 -3.0379 0.04 -0.01 0.00 -0.726
C -4.2125 -2.1964 -2.1904 0.00 0.04 0.02 -0.473
C -4.0131 -3.0510 1.8916 0.04 -0.03 -0.01 0.107
C -5.2707 -3.6122 2.1418 0.01 0.04 -0.04 -0.426
C -5.8524 -3.5138 3.3953 -0.01 0.00 0.00 -0.585
C -5.1769 -2.8743 4.4285 -0.01 -0.01 0.01 -0.588
C -3.9165 -2.3449 4.2013 0.04 0.00 -0.01 -0.701
C -3.3380 -2.4367 2.9397 -0.06 0.03 -0.02 0.192
H -0.9973 -3.4248 0.3618 0.11 0.00 -0.06 0.803
H -1.5489 -2.6571 -1.0903 0.06 -0.05 -0.07 0.518
H -0.3976 0.9489 2.5573 0.05 -0.01 0.03 0.444
H 0.8035 0.8501 4.7050 0.01 -0.04 -0.03 0.469
H 1.7822 -1.2855 5.4835 -0.02 0.00 -0.03 0.449
H 1.5252 -3.3301 4.1130 -0.03 0.03 0.00 0.503
H 0.2755 -3.2648 2.0113 0.01 0.02 0.03 0.338
H -2.1710 -0.0054 -1.7431 -0.02 0.06 0.00 0.492
H -4.0066 1.6010 -2.1280 0.07 -0.03 0.05 0.900
H -4.9970 2.8318 -0.2155 0.01 -0.04 0.00 0.520
H -4.2808 2.3012 2.0864 0.03 -0.03 -0.04 0.485
H -2.5625 0.5934 2.4907 -0.02 0.00 -0.03 0.486
H -5.5399 -1.2593 0.7839 0.01 -0.02 0.01 0.417
H -6.9637 0.0636 -0.7191 0.03 -0.04 -0.02 0.454
H -6.6485 -0.0571 -3.1704 0.03 -0.01 0.03 0.454
H -4.8724 -1.5071 -4.1113 0.00 0.00 0.04 0.444
H -3.4712 -2.8692 -2.6136 -0.06 0.00 -0.01 0.463
H -5.7959 -4.1269 1.3427 0.00 0.00 0.06 0.411
H -6.8280 -3.9495 3.5732 0.04 0.02 -0.02 0.420
H -5.6270 -2.8059 5.4114 0.02 0.00 -0.05 0.398
H -3.3749 -1.8647 5.0085 -0.02 -0.03 -0.04 0.455
H -2.3461 -2.0416 2.7909 0.07 0.07 0.01 0.413

3.
13
Properties=species:S:1:pos:R:3:forces:R:3:nbo_charge:R:1 method="wB97M-V/def2-TZVPD" gap_ev=8.733 energy_ha=-344.2807 de_lowest_kcal_mol=18.50 total_charge=-1 homo_ev=-4.51
O 0.4743 0.0072 -2.0128 -0.95 -0.10 3.11 -0.754
C 0.1315 0.0386 -0.7793 -0.22 -0.21 0.82 0.790
O -0.4164 -0.8528 -0.0017 1.28 0.72 -2.67 -0.843
C 0.4513 1.3051 0.1218 0.45 1.28 -3.06 -0.481
C 1.9156 1.2857 0.5670 -2.03 -0.18 -0.83 -0.603
H 0.3044 2.2718 -0.5501 0.17 -1.73 1.35 0.168
H -0.1463 1.3709 1.0091 -0.76 -0.14 0.16 0.195
H 2.0934 0.5062 1.2424 0.18 -0.98 1.41 0.197
H 2.5054 1.0769 -0.2637 1.29 0.00 -1.59 0.205
H 2.0743 2.2428 0.9461 1.02 1.48 0.98 0.183
H -1.3960 -1.3977 1.0448 -1.20 -0.61 0.74 0.519
H -2.8854 -1.2378 0.9884 0.01 -0.31 0.31 0.443
O -2.2504 -1.7306 1.5302 0.77 0.79 -0.75 -1.019

LUMO for every record listed, in sequence, given in eV: 0.4; -4.6; 4.2.